[1]
Formula: C4H6N4O3S
Source: the Open Molecules 2025 dataset
Level of theory: ωB97M-V/def2-TZVPD

The value obtained for the LUMO energy is 0.5 eV. For the energy relative to the best compared isomer or geometry (same formula, charge and spin), the calculation gives 1088.76 kJ/mol. The largest force on an atom is 0.077 Eh/bohr. For the HOMO energy, the calculation gives -8.156 eV. The total energy comes out at -27172.912 eV. For the gap between HOMO and LUMO, the calculation gives 8.65 eV. Its multiplicity is 1.

Each line ends with the natural charge from an NBO analysis.
Positions of all 18 atoms, in Å:
N  0.737  -0.652  2.180  -0.484
O  -0.883  -2.093  0.889  -0.958
O  1.101  -1.227  -2.643  -0.351
H  -1.354  -0.163  -0.633  0.266
C  -0.251  -0.954  -2.536  0.081
S  0.532  -1.782  0.796  1.495
H  -0.655  -1.013  -3.550  0.237
N  0.644  -0.592  -0.480  -0.497
H  -1.111  2.417  2.336  0.240
H  -1.106  -1.342  2.312  0.376
H  1.437  1.624  1.060  0.244
N  -0.536  -0.687  2.845  -0.206
C  0.615  1.183  1.667  -0.132
O  -1.160  0.555  2.931  -0.336
C  -0.566  -0.566  -1.302  -0.162
N  1.698  -0.904  -1.402  -0.203
C  -0.509  1.500  2.232  0.036
H  2.363  -0.204  -1.468  0.352

=====

[2]
Formula: C4H6N4O4
Source: the Open Molecules 2025 dataset
Level of theory: ωB97M-V/def2-TZVPD

The value obtained for the LUMO energy is -0.2 eV. For the energy relative to the best compared isomer or geometry (same formula, charge and spin), the calculation gives 598.32 kJ/mol. The largest force on an atom is 0.088 Eh/bohr. For the HOMO energy, the calculation gives -9.404 eV. The total energy comes out at -18391.052 eV. For the gap between HOMO and LUMO, the calculation gives 9.19 eV. Its multiplicity is 1. As for the structure (SMILES): NC(=O)[C@H]1N=NC[C@]1(O)[N+](=O)[O-].

Each line ends with the natural charge from an NBO analysis.
Positions of all 18 atoms, in Å:
C  0.640  -0.492  0.286  -0.264
C  0.478  0.257  1.695  0.681
N  1.391  1.196  1.877  -0.812
O  -0.021  -1.372  -2.411  -0.336
O  -0.602  1.524  -0.645  -0.697
C  -0.438  0.181  -0.686  0.333
O  0.570  0.714  -2.741  -0.407
N  0.142  -1.855  0.580  -0.090
N  -0.977  -2.033  0.222  -0.073
N  0.086  -0.217  -2.103  0.523
H  2.422  0.990  1.628  0.406
O  -0.542  0.133  2.310  -0.585
H  -2.201  -0.363  0.355  0.257
C  -1.568  -0.855  -0.345  -0.337
H  1.265  1.798  2.697  0.408
H  -2.198  -1.073  -1.334  0.236
H  1.778  -0.523  0.053  0.232
H  -0.225  1.991  -1.439  0.524

=====

[3]
Formula: C4H6N6
Source: the Open Molecules 2025 dataset
Level of theory: ωB97M-V/def2-TZVPD

The value obtained for the LUMO energy (alpha / beta) is 0.6 / -5.1 eV. For the energy relative to the best compared isomer or geometry (same formula, charge and spin), the calculation gives 106.12 kJ/mol. The largest force on an atom is 0.108 Eh/bohr. For the HOMO energy (alpha / beta), the calculation gives -5.969 / -10.184 eV. The total energy comes out at -13178.073 eV. For the gap between HOMO and LUMO (alpha / beta), the calculation gives 6.56 / 5.09 eV. Its multiplicity is 3. As for the expectation value of S²: 2.01.

Each line ends with the Löwdin spin population.
Positions of all 16 atoms, in Å:
N  3.367  -1.175  -1.623  0.045
C  0.880  -0.178  0.132  0.527
N  -1.456  0.886  1.524  0.300
H  1.085  0.953  -1.505  0.002
C  1.025  -0.102  -1.274  0.083
H  0.304  -0.639  -1.746  0.018
C  2.301  -0.796  -1.449  0.029
N  -1.442  0.563  0.245  0.098
N  -2.558  1.434  1.855  0.095
C  -2.631  0.972  -0.229  0.287
H  -2.856  0.986  -1.243  0.012
N  -3.326  1.593  0.775  0.207
H  0.674  -1.116  0.598  0.021
H  1.695  1.600  0.570  0.014
N  1.133  0.869  0.945  0.256
H  0.653  0.922  1.920  0.007

=====

[4]
Formula: C4H6NO
Source: the Open Molecules 2025 dataset
Level of theory: ωB97M-V/def2-TZVPD

The value obtained for the LUMO energy is 4.1 eV. For the energy relative to the best compared isomer or geometry (same formula, charge and spin), the calculation gives 252.07 kJ/mol. The largest force on an atom is 0.077 Eh/bohr. For the HOMO energy, the calculation gives -1.446 eV. The total energy comes out at -7777.823 eV. For the gap between HOMO and LUMO, the calculation gives 5.52 eV. Its multiplicity is 1. As for the total charge: -1. As for the structure (SMILES): C=C1C[C@@H]1N[O-].

Each line ends with the natural charge from an NBO analysis.
Positions of all 12 atoms, in Å:
C  -0.548  0.326  -1.894  -0.443
H  0.160  -1.874  0.355  0.218
H  1.248  1.091  0.795  0.191
C  -0.036  -0.039  -0.715  -0.004
H  -1.173  1.107  -2.136  0.181
O  -0.062  0.827  2.963  -0.824
N  -0.553  0.687  1.668  -0.329
H  1.889  -1.079  -0.448  0.212
C  0.812  -1.107  -0.099  -0.639
H  -0.696  -0.426  -2.793  0.158
C  0.306  0.419  0.658  -0.017
H  -1.348  0.067  1.647  0.297

=====

[5]
Formula: C4H6NO
Source: the Open Molecules 2025 dataset
Level of theory: ωB97M-V/def2-TZVPD

The value obtained for the LUMO energy is -4.4 eV. For the energy relative to the best compared isomer or geometry (same formula, charge and spin), the calculation gives 453.96 kJ/mol. The largest force on an atom is 0.122 Eh/bohr. For the HOMO energy, the calculation gives -13.979 eV. The total energy comes out at -7770.192 eV. For the gap between HOMO and LUMO, the calculation gives 9.57 eV. Its multiplicity is 1. As for the total charge: +1. As for the structure (SMILES): C1=C2O[C@@H]2[NH2+]C1.

Each line ends with the natural charge from an NBO analysis.
Positions of all 12 atoms, in Å:
O  2.047  0.286  0.306  -0.319
H  -1.550  -0.745  0.998  0.263
H  -0.263  1.008  1.208  0.449
C  -0.946  -0.378  0.033  -0.271
C  1.310  -0.644  -0.218  0.309
H  0.085  -2.368  0.137  0.243
H  -0.958  1.670  -0.091  0.463
C  0.234  -1.386  -0.078  -0.235
H  1.121  1.302  -1.220  0.214
N  -0.351  0.920  0.230  -0.522
C  0.967  0.719  -0.424  0.154
H  -1.697  -0.384  -0.881  0.252

=====

[6]
Formula: C4H6NO
Source: the Open Molecules 2025 dataset
Level of theory: ωB97M-V/def2-TZVPD

The value obtained for the LUMO energy (alpha / beta) is -7.9 / -7.9 eV. For the energy relative to the best compared isomer or geometry (same formula, charge and spin), the calculation gives 673.24 kJ/mol. The largest force on an atom is 0.063 Eh/bohr. For the HOMO energy (alpha / beta), the calculation gives -14.219 / -14.220 eV. The total energy comes out at -7767.920 eV. For the gap between HOMO and LUMO (alpha / beta), the calculation gives 6.33 / 6.34 eV. Its multiplicity is 1. As for the total charge: +1.

Each line ends with the natural charge from an NBO analysis.
Positions of all 12 atoms, in Å:
C  1.297  0.166  -0.073  0.297
C  0.366  1.270  -0.285  0.151
H  -2.958  -0.126  0.751  0.207
H  1.839  -1.447  1.050  0.212
H  -3.354  0.315  -0.968  0.221
O  2.094  -0.625  -0.805  -0.415
H  0.176  2.197  -0.664  0.233
C  -2.711  -0.331  -0.264  0.061
H  3.099  -0.086  1.276  0.240
H  -1.904  -0.949  -0.650  0.253
C  2.232  -0.541  0.745  -0.106
N  -0.176  0.158  -0.113  -0.354

=====

[7]
Formula: C4H6NO2
Source: the Open Molecules 2025 dataset
Level of theory: ωB97M-V/def2-TZVPD

The value obtained for the LUMO energy is 4.0 eV. For the energy relative to the best compared isomer or geometry (same formula, charge and spin), the calculation gives 196.61 kJ/mol. The largest force on an atom is 0.026 Eh/bohr. For the HOMO energy, the calculation gives -4.110 eV. The total energy comes out at -9829.646 eV. For the gap between HOMO and LUMO, the calculation gives 8.12 eV. Its multiplicity is 1. As for the total charge: -1.

Each line ends with the natural charge from an NBO analysis.
Positions of all 13 atoms, in Å:
C  -0.494  0.573  0.822  -0.022
H  -0.149  -2.694  -2.494  -0.007
O  -0.131  -1.751  -0.706  -0.809
H  -0.506  -0.490  0.999  0.213
N  0.411  1.212  1.704  -0.421
O  -0.545  -0.748  -2.678  -0.788
C  1.522  0.626  1.841  -0.090
C  -0.284  -1.728  -1.951  0.632
C  -1.198  1.194  -0.127  -0.461
H  -1.268  0.775  -1.133  0.270
H  2.282  1.057  2.486  0.150
H  1.739  -0.293  1.281  0.168
H  -1.380  2.267  -0.045  0.166

=====

[8]
Formula: C4H6NO2
Source: the Open Molecules 2025 dataset
Level of theory: ωB97M-V/def2-TZVPD

The value obtained for the LUMO energy is -4.6 eV. For the energy relative to the best compared isomer or geometry (same formula, charge and spin), the calculation gives 241.05 kJ/mol. The largest force on an atom is 0.092 Eh/bohr. For the HOMO energy, the calculation gives -14.246 eV. The total energy comes out at -9820.103 eV. For the gap between HOMO and LUMO, the calculation gives 9.66 eV. Its multiplicity is 1. As for the total charge: +1. As for the structure (SMILES): [NH3+]C(=O)[C@H]1CC1=O.

Each line ends with the natural charge from an NBO analysis.
Positions of all 13 atoms, in Å:
H  -0.702  0.571  1.218  0.441
C  0.543  -0.160  -0.678  -0.514
H  1.301  -0.149  -1.391  0.292
H  -0.848  -0.219  -2.405  0.301
O  0.436  2.377  -1.137  -0.355
H  0.332  -0.142  2.507  0.478
C  0.057  1.284  -0.980  0.638
C  0.860  -0.762  0.598  0.730
O  1.607  -1.518  1.089  -0.407
N  -0.245  -0.293  1.635  -0.806
C  -0.733  0.121  -1.302  -0.528
H  -0.919  -1.082  1.746  0.462
H  -1.688  -0.029  -0.901  0.268

=====

[9]
Formula: C4H6NO3
Source: the Open Molecules 2025 dataset
Level of theory: ωB97M-V/def2-TZVPD

The value obtained for the LUMO energy is 3.9 eV. For the energy relative to the best compared isomer or geometry (same formula, charge and spin), the calculation gives 173.20 kJ/mol. The largest force on an atom is 0.087 Eh/bohr. For the HOMO energy, the calculation gives -4.181 eV. The total energy comes out at -11878.674 eV. For the gap between HOMO and LUMO, the calculation gives 8.07 eV. Its multiplicity is 1. As for the total charge: -1. As for the structure (SMILES): CN(C=O)CC(=O)[O-].

Each line ends with the natural charge from an NBO analysis.
Positions of all 14 atoms, in Å:
H  -1.023  1.598  0.233  0.184
O  2.664  -0.456  1.023  -0.666
C  1.424  -0.304  1.179  0.521
O  -1.411  -1.665  -0.417  -0.756
H  1.021  1.149  -1.698  0.167
H  -0.947  0.673  1.565  0.191
H  1.061  -0.757  2.086  0.138
N  0.656  0.323  0.219  -0.438
H  -0.093  -0.033  -1.743  0.223
C  -0.745  0.604  0.550  -0.374
H  1.607  -0.478  -1.482  0.212
C  -1.892  -0.584  -0.105  0.777
O  -3.117  -0.245  -0.166  -0.791
C  0.793  0.176  -1.245  -0.388

=====

Q: Among the records above, which one has the highest energy relative to the best compared isomer or geometry (same formula, charge and spin)?
A: C4H6N4O3S

=====

What did the second record say?
Formula: C4H6N4O4
Source: the Open Molecules 2025 dataset
Level of theory: ωB97M-V/def2-TZVPD

The value obtained for the LUMO energy is -0.2 eV. For the energy relative to the best compared isomer or geometry (same formula, charge and spin), the calculation gives 598.32 kJ/mol. The largest force on an atom is 0.088 Eh/bohr. For the HOMO energy, the calculation gives -9.404 eV. The total energy comes out at -18391.052 eV. For the gap between HOMO and LUMO, the calculation gives 9.19 eV. Its multiplicity is 1. As for the structure (SMILES): NC(=O)[C@H]1N=NC[C@]1(O)[N+](=O)[O-].

Each line ends with the natural charge from an NBO analysis.
Positions of all 18 atoms, in Å:
C  0.640  -0.492  0.286  -0.264
C  0.478  0.257  1.695  0.681
N  1.391  1.196  1.877  -0.812
O  -0.021  -1.372  -2.411  -0.336
O  -0.602  1.524  -0.645  -0.697
C  -0.438  0.181  -0.686  0.333
O  0.570  0.714  -2.741  -0.407
N  0.142  -1.855  0.580  -0.090
N  -0.977  -2.033  0.222  -0.073
N  0.086  -0.217  -2.103  0.523
H  2.422  0.990  1.628  0.406
O  -0.542  0.133  2.310  -0.585
H  -2.201  -0.363  0.355  0.257
C  -1.568  -0.855  -0.345  -0.337
H  1.265  1.798  2.697  0.408
H  -2.198  -1.073  -1.334  0.236
H  1.778  -0.523  0.053  0.232
H  -0.225  1.991  -1.439  0.524

=====

Q: What is the energy relative to the best compared isomer or geometry (same formula, charge and spin) in the fourth record?
A: 252.07 kJ/mol